ORCA calculation (wB97M-V/def2-TZVPD) on 2 unconnected molecules or ions with the total composition C22H23NO2 at a distorted geometry.

XYZ file:
```
48
Properties=species:S:1:pos:R:3:lowdin_charge:R:1
C -0.31571 3.05737 0.61954 -0.082
N 0.49019 3.14726 -0.55062 -0.246
C 1.88826 3.39030 -0.39606 -0.210
C 2.60434 3.98951 -1.61212 -0.187
C 2.10263 3.40071 -2.92365 -0.215
C 0.58724 3.49692 -3.02983 -0.186
C -0.12376 2.89213 -1.81313 -0.209
H -1.34221 3.37657 0.38959 0.088
H -0.37796 2.04141 1.04056 0.062
H 0.09479 3.71666 1.39675 0.084
H 2.00808 4.05570 0.47411 0.113
H 2.40975 2.44779 -0.12341 0.116
H 2.44354 5.07302 -1.60437 0.111
H 3.67830 3.81374 -1.50545 0.107
H 2.56628 3.92133 -3.76513 0.106
H 2.39585 2.34604 -2.97180 0.113
H 0.28793 4.54807 -3.10827 0.112
H 0.23646 2.98445 -3.92930 0.107
H -0.22829 1.79683 -1.97269 0.117
H -1.15579 3.27690 -1.75587 0.115
C -3.47800 -4.87159 -1.63090 -0.055
C -2.33118 -4.69485 -0.84857 0.004
C -2.10016 -3.44752 -0.27695 -0.095
C -3.00403 -2.39474 -0.44436 -0.095
C -4.17420 -2.57696 -1.17359 0.004
C -4.40074 -3.81533 -1.78597 -0.055
C -2.50020 -1.16324 0.24210 -0.287
O -3.05996 -0.07473 0.32262 0.094
C -1.18035 -1.54245 0.84406 -0.050
C -0.48555 -0.74018 1.69520 0.051
C 0.78750 -1.10732 2.28737 -0.208
C 1.81841 -1.71581 1.52229 -0.033
C 2.98401 -2.16662 2.13683 -0.070
C 3.16299 -2.00491 3.52412 -0.074
C 2.16484 -1.37490 4.28549 -0.082
C 1.01117 -0.88733 3.66824 -0.026
C -0.95181 -3.00761 0.57637 -0.271
O -0.07302 -3.74438 1.00247 0.104
H -3.66009 -5.82809 -2.12109 0.106
H -1.61083 -5.48949 -0.68526 0.120
H -4.87260 -1.75090 -1.25777 0.121
H -5.29392 -3.96642 -2.39163 0.106
H -1.00113 0.14678 2.06984 0.123
H 1.67931 -1.85227 0.44555 0.122
H 3.74751 -2.65655 1.53007 0.106
H 4.08107 -2.36451 3.99877 0.104
H 2.27981 -1.27229 5.36369 0.102
H 0.21123 -0.40849 4.24215 0.116
```

Results
Structure (SMILES): O=C1C(=Cc2ccccc2)C(=O)c2ccccc21.CN1CCCCC1
F_max, eV/Å: 1.53
Gap between HOMO and LUMO, eV: 6.5262
2S+1: 1
Energy relative to the best compared isomer or geometry (same formula, charge and spin), kcal per mole: 42.49
E_tot, Ha: -1057.32852

ORCA calculation (wB97M-V/def2-TZVPD) on 2 unconnected molecules or ions with the total composition C22H23NO4S2 at a distorted geometry.

XYZ file:
```
52
Properties=species:S:1:pos:R:3:lowdin_charge:R:1
C -4.85870 3.40716 -1.25824 -0.076
C -4.00861 3.30377 -2.35951 -0.065
C -2.67269 2.94427 -2.17037 -0.050
C -2.20514 2.64720 -0.88761 -0.274
S -0.48221 2.14653 -0.69100 0.707
C -0.42135 0.36504 -0.86119 -0.300
C -1.36682 -0.43004 -0.29656 -0.036
C -1.54747 -1.84339 -0.55575 -0.227
C -1.34572 -2.44411 -1.83221 -0.024
C -1.45021 -3.82817 -1.97226 -0.061
C -1.80877 -4.61033 -0.86372 -0.077
C -2.14820 -4.01664 0.35865 -0.078
C -2.08887 -2.63598 0.47423 -0.031
S 1.06474 -0.42858 -1.49994 0.708
C 2.35824 0.71025 -0.99297 -0.295
C 3.14724 1.31277 -1.97124 -0.054
C 4.18054 2.15902 -1.57384 -0.063
C 4.39820 2.38180 -0.21456 -0.071
C 3.61751 1.75970 0.76223 -0.057
C 2.61580 0.87084 0.36984 -0.071
O 1.26159 -1.60215 -0.66325 -0.290
O 1.01935 -0.54339 -2.93038 -0.292
O 0.23759 2.69876 -1.81882 -0.296
O -0.07286 2.47382 0.66571 -0.298
C -3.04517 2.80730 0.22098 -0.062
C -4.38403 3.16165 0.03019 -0.069
H -5.89140 3.70266 -1.40285 0.105
H -4.37757 3.50337 -3.36679 0.111
H -1.98173 2.88224 -3.00872 0.117
H -2.09686 0.08099 0.33300 0.127
H -1.14046 -1.81778 -2.70539 0.113
H -1.18893 -4.33561 -2.90891 0.113
H -1.80635 -5.69858 -0.93697 0.103
H -2.42022 -4.62340 1.22780 0.107
H -2.42111 -2.14457 1.39126 0.118
H 2.93107 1.10333 -3.01873 0.118
H 4.80605 2.62531 -2.33617 0.109
H 5.20372 3.03700 0.08858 0.102
H 3.78651 1.94966 1.82519 0.111
H 2.04642 0.27257 1.08882 0.098
H -2.64118 2.64816 1.21986 0.115
H -5.05618 3.24785 0.88589 0.110
C 2.20820 -3.00091 2.83298 -0.142
N 2.13872 -1.54014 2.82380 -0.201
C 2.10623 -0.94969 4.15935 -0.150
H 2.27629 -3.41135 1.81734 0.076
H 3.08407 -3.35281 3.40620 0.071
H 1.29958 -3.38284 3.31638 0.074
H 2.88091 -1.14624 2.24762 0.078
H 2.10275 0.14916 4.12700 0.073
H 1.18588 -1.28866 4.65874 0.075
H 2.97163 -1.27679 4.76633 0.071
```

Results
Structure (SMILES): O=S(=O)(C(=Cc1ccccc1)S(=O)(=O)c1ccccc1)c1ccccc1.CNC
F_max, eV/Å: 1.82
Gap between HOMO and LUMO, eV: 8.1178
2S+1: 1
Energy relative to the best compared isomer or geometry (same formula, charge and spin), kcal per mole: 66.37
E_tot, Ha: -2004.12339

ORCA calculation (wB97M-V/def2-TZVPD) on C22H23NO5S in the gas phase at a distorted geometry.

XYZ file:
```
52
Properties=species:S:1:pos:R:3:lowdin_charge:R:1
C -0.70537 2.53305 -0.35584 -0.074
H -1.48620 1.89242 -0.77655 0.091
O -0.09912 3.31773 -1.35937 -0.073
C 0.55279 2.69170 -2.37132 -0.265
C 0.70066 1.31382 -2.48847 0.033
C 1.39434 0.77196 -3.56436 -0.204
C 1.93017 1.60884 -4.53172 -0.060
C 1.77520 2.98123 -4.42202 -0.080
C 1.09809 3.52409 -3.35138 -0.010
H 0.97481 4.59002 -3.24570 0.115
H 2.19264 3.63119 -5.17643 0.104
H 2.46661 1.18841 -5.36919 0.107
C 1.56698 -0.71983 -3.68936 -0.119
N 1.64093 -1.37186 -2.40448 0.080
C 0.94334 -2.48755 -2.10826 -0.437
O 0.26559 -3.10690 -2.90657 0.078
C 1.05797 -2.88518 -0.68996 -0.168
C 0.47924 -3.92224 -0.00567 0.027
C 0.83915 -3.74916 1.34818 -0.008
C 1.62183 -2.62406 1.39909 -0.335
O 1.75884 -2.10475 0.16560 0.068
C 2.15210 -1.83388 2.51653 -0.111
H 2.12246 -2.35662 3.46554 0.116
H 3.14321 -1.43365 2.31929 0.119
S 1.05798 -0.33308 2.67534 0.700
O 0.92828 0.25697 1.37106 -0.305
O 1.58512 0.49062 3.72489 -0.306
C -0.55778 -1.02048 3.20816 -0.155
C -1.60230 -0.00486 2.90535 -0.236
C -1.87133 0.98018 3.84872 -0.031
C -2.80996 1.96360 3.59944 -0.074
C -3.49360 1.96437 2.39633 -0.077
C -3.22016 0.99431 1.44916 -0.055
C -2.26820 0.00879 1.67599 -0.226
C -1.96091 -0.99948 0.61051 -0.026
H -2.57135 -0.82295 -0.27102 0.086
H -0.91288 -0.92329 0.32697 0.063
H -2.15179 -2.01596 0.95485 0.090
H -3.75417 1.00362 0.51006 0.113
H -4.23532 2.72191 2.19258 0.105
H -3.00723 2.72289 4.34054 0.104
H -1.33143 0.97266 4.78394 0.118
H -0.44521 -1.19708 4.27353 0.113
H -0.68722 -1.94945 2.66303 0.084
H 0.57189 -4.37988 2.17192 0.118
H -0.12749 -4.69485 -0.42938 0.122
H 2.14453 -0.89714 -1.67042 0.146
H 0.71638 -1.16720 -4.21722 0.135
H 2.47194 -0.93631 -4.27102 0.129
H 0.28478 0.65657 -1.74115 0.104
H -1.15879 3.23931 0.33753 0.097
H 0.01999 1.91743 0.18274 0.070
```

Results
Structure (SMILES): COc1cccc(CNC(=O)c2ccc(CS(=O)(=O)Cc3ccccc3C)o2)c1
F_max, eV/Å: 1.25
Gap between HOMO and LUMO, eV: 8.6750
2S+1: 1
Energy relative to the best compared isomer or geometry (same formula, charge and spin), kcal per mole: 41.88
E_tot, Ha: -1681.27614

ORCA calculation (wB97M-V/def2-TZVPD) on 2 unconnected molecules or ions with the total composition C22H23Si at a distorted geometry.

XYZ file:
```
46
Properties=species:S:1:pos:R:3:lowdin_charge:R:1
C 1.46807 0.37662 1.93798 -0.015
C 2.61538 -0.43624 1.66599 -0.228
C 3.82906 -0.10381 2.31388 -0.019
C 5.03568 -0.77450 2.00816 -0.046
C 5.01424 -1.81002 1.05393 -0.068
C 3.82934 -2.17894 0.44451 -0.069
C 2.61739 -1.52376 0.73887 0.000
C 0.19989 0.17416 1.41067 -0.069
C -0.97295 1.02636 1.73104 -0.146
C -2.24751 0.46660 1.15397 -0.226
C -3.32537 1.28580 0.72851 -0.057
C -4.46690 0.79191 0.13166 -0.054
C -4.59980 -0.61611 -0.07211 -0.042
C -3.56392 -1.43433 0.35608 -0.091
C -2.45095 -0.91091 0.92208 -0.064
H 1.59496 1.20495 2.62747 0.113
H 3.82004 0.71319 3.02826 0.109
H 5.94172 -0.47324 2.49823 0.101
H 5.95640 -2.30814 0.80049 0.116
H 3.82328 -2.99003 -0.29578 0.116
H 1.69498 -1.80626 0.24063 0.102
H 0.04172 -0.71989 0.73660 0.109
H -0.87224 1.44423 2.83739 0.147
H -3.22471 2.39906 0.88494 0.096
H -5.27020 1.44056 -0.17615 0.106
H -5.49551 -1.02923 -0.52938 0.112
H -3.65337 -2.54362 0.23999 0.133
H -1.62697 -1.61781 1.26862 0.134
C 0.27562 4.89647 2.77510 -0.213
Si -1.13406 4.22708 1.84648 0.881
H -1.22693 2.23607 1.26416 0.070
C -2.60977 5.39235 2.08266 -0.336
C -2.77484 6.62868 1.45924 -0.088
C -3.83171 7.44521 1.84850 -0.055
C -4.69236 7.07501 2.88912 -0.057
C -4.47467 5.87372 3.49419 -0.094
C -3.44736 5.00630 3.15397 -0.111
H 1.20191 4.39322 2.53911 0.032
H 0.40498 5.94468 2.57094 0.058
H 0.05706 4.79616 3.84016 0.045
H -0.73884 4.60488 0.41719 0.008
H -2.10320 6.95991 0.66049 0.114
H -4.00062 8.37850 1.35253 0.107
H -5.49279 7.73142 3.20267 0.117
H -5.13263 5.54085 4.31125 0.121
H -3.28845 4.07138 3.67727 0.097
```

Results
Net charge: +1
F_max, eV/Å: 4.79
Gap between HOMO and LUMO, eV: 5.4194
2S+1: 1
Energy relative to the best compared isomer or geometry (same formula, charge and spin), kcal per mole: 0.00
E_tot, Ha: -1141.22527